Run w
Formula: C3H12N2OS
Source: OMol25
Level of theory: ωB97M-V with the def2-TZVPD basis set

Structure (XYZ):
```
19
Properties=species:S:1:pos:R:3:nbo_charge:R:1
H 3.00 1.80 0.65 0.472
N -0.98 0.87 0.63 -0.837
O 2.57 1.33 1.37 -0.994
C 0.06 -1.29 0.33 -0.218
N 1.14 -1.08 1.26 -0.885
H 0.50 0.38 -0.95 0.162
H -0.93 -0.92 -2.27 0.224
S -1.72 1.15 -2.60 -0.074
H -2.54 1.99 -1.92 0.123
H 2.39 0.39 1.15 0.495
H 1.68 -1.93 1.35 0.378
H -1.27 1.75 0.21 0.363
H 0.31 -2.13 -0.37 0.199
C -1.41 -0.32 -1.50 -0.492
H 1.00 -0.65 2.19 0.388
H -0.87 -1.63 0.83 0.173
H -0.20 1.16 1.22 0.372
H -2.29 -0.90 -1.22 0.223
C -0.43 0.01 -0.36 -0.072
```

Values from the calculation:
HOMO level = -9.17 eV
SMILES = NC[C@H](N)CS.O
Total charge = 0


Run x
Formula: C3H12N2OS
Source: OMol25
Level of theory: ωB97M-V with the def2-TZVPD basis set

Structure (XYZ):
```
19
Properties=species:S:1:pos:R:3:nbo_charge:R:1
C -0.91 -0.15 1.61 -0.489
C 1.06 -1.58 0.43 -0.220
H 0.33 1.20 -3.14 0.484
H 2.31 -1.39 -1.27 0.360
H 1.05 1.27 0.13 0.371
H 1.09 -2.37 -1.54 0.351
H 0.76 -2.43 1.03 0.180
H -1.80 -0.87 1.61 0.212
S -1.56 1.64 1.51 -0.053
N 1.68 -2.10 -0.82 -0.840
N 0.40 0.64 -0.36 -0.919
H -2.21 1.41 0.36 0.122
O 0.91 0.37 -3.07 -0.949
C -0.18 -0.61 0.25 -0.068
H 0.68 0.48 -1.30 0.381
H -1.04 -0.92 -0.39 0.189
H 0.49 -0.16 -3.88 0.482
H -0.27 -0.24 2.43 0.209
H 1.85 -0.96 0.97 0.197
```

Values from the calculation:
HOMO level = -8.12 eV
SMILES = NC[C@H](N)CS.O
Total charge = 0


run w is the most stable structure; the next one sits 28.3 kcal/mol above it.


Run w
Formula: C3H12N2OS
Source: OMol25
Level of theory: ωB97M-V with the def2-TZVPD basis set

Structure (XYZ):
```
19
Properties=species:S:1:pos:R:3:nbo_charge:R:1
H 1.38 -1.09 -0.61 0.182
C 1.02 -0.58 1.95 -0.440
N 0.07 0.20 -1.70 -0.886
C 0.03 -0.44 0.80 -0.095
C 0.82 -0.12 -0.50 -0.201
H -0.55 0.46 0.93 0.195
H 1.16 -1.54 4.27 0.126
H -0.08 -2.42 0.79 0.356
H -1.42 -1.68 1.52 0.378
H -0.43 1.17 -1.75 0.377
H 1.47 0.45 2.21 0.209
N -0.69 -1.64 0.78 -0.831
H 1.72 0.51 -0.23 0.169
H -1.96 2.62 -4.36 0.468
H 0.18 -0.14 -2.64 0.389
S 0.11 -1.11 3.59 -0.127
H -2.14 3.78 -3.35 0.468
H 1.78 -1.28 1.82 0.198
O -2.47 2.85 -3.50 -0.935
```

Values from the calculation:
HOMO level = -8.66 eV
SMILES = NC[C@@H](N)CS.O
Total charge = 0


Run x
Formula: C3H12N2OS
Source: OMol25
Level of theory: ωB97M-V with the def2-TZVPD basis set

Structure (XYZ):
```
19
Properties=species:S:1:pos:R:3:nbo_charge:R:1
C 0.12 0.29 0.60 -0.079
H 2.26 0.59 0.25 0.167
H -1.06 -0.39 2.33 0.392
H -2.08 0.35 -1.46 0.104
H -1.81 -2.50 -4.52 0.478
H 0.08 -0.70 0.16 0.203
H -2.07 -1.99 -3.02 0.475
H 2.64 -1.54 1.26 0.363
C -0.11 1.41 -0.44 -0.528
H -0.06 2.52 -0.39 0.245
O -2.44 -2.16 -3.88 -0.952
H 0.28 1.25 -1.44 0.230
H 2.49 -0.70 2.68 0.369
N 2.03 -0.91 1.82 -0.856
H 1.69 1.17 1.72 0.179
N -0.76 0.35 1.72 -0.874
C 1.59 0.27 1.08 -0.222
S -1.95 1.48 -0.74 -0.059
H -0.85 1.21 2.26 0.365
```

Values from the calculation:
HOMO level = -8.35 eV
SMILES = NC[C@@H](N)CS.O
Total charge = 0


Run y
Formula: C3H12N2OS
Source: OMol25
Level of theory: ωB97M-V with the def2-TZVPD basis set

Structure (XYZ):
```
19
Properties=species:S:1:pos:R:3:nbo_charge:R:1
C -0.67 0.34 0.84 -0.051
H 1.77 -2.46 -2.85 0.457
H 0.09 -0.58 -1.13 0.150
H -0.50 2.87 2.31 0.110
H 0.12 1.94 -0.78 0.226
H -1.36 2.24 -0.04 0.233
N -2.21 0.19 0.75 -0.873
C 0.06 -0.79 0.00 -0.227
S 0.45 2.83 1.41 -0.009
H -0.55 -1.58 0.04 0.181
H 1.73 -1.91 -0.10 0.371
H -2.61 -0.15 1.56 0.369
N 1.27 -1.37 0.61 -0.824
H -2.49 -0.16 -0.12 0.360
C -0.39 1.85 0.22 -0.581
O 2.02 -1.72 -2.41 -0.914
H -0.36 0.17 1.92 0.217
H 1.65 -1.11 -3.00 0.462
H 2.00 -0.58 0.76 0.342
```

Values from the calculation:
HOMO level = -8.56 eV
SMILES = NC[C@H](N)CS.O
Total charge = 0


run x is the most stable structure; the next one sits 4.2 kcal/mol above it.